Entry from the OMol25 dataset: a 3-piece molecular cluster, C3H11O4 overall in a non-equilibrium geometry (ωB97M-V/def2-TZVPD).

Results
- LUMO (spin up / spin down): 0.62 / -3.78 eV
- Expectation value of S²: 0.76
- HOMO (spin up / spin down): -10.25 / -10.23 eV
- Frontier orbital gap (spin up / spin down): 10.868 / 6.445 eV
- Spin multiplicity: 2
- Energy: -11475.025 eV

Last column: Mulliken charge in e.
Element x y z (Å)
C 0.75767 -2.02725 -0.12658  -0.28
O -0.09292 -2.11176 -1.25254  -0.49
C 1.27053 -0.69486 0.29307  -0.56
C 0.24875 -0.08406 1.28558  -0.46
O -1.03872 -0.20313 0.77207  -0.31
H 0.18267 -2.51758 0.78924  0.22
H 1.60679 -2.69860 -0.37776  0.29
H 1.36546 0.05517 -0.45621  0.34
H 2.18986 -0.81482 0.85466  0.32
H 0.53305 -0.76962 2.15120  0.39
H 0.51577 0.86761 1.58426  0.34
H -0.96221 0.38041 -0.41261  0.24
H -0.59010 -1.31640 -1.42676  0.42
H -0.01737 1.64689 -1.43222  0.30
O -0.85193 1.17664 -1.31056  -0.77
H -1.70157 3.70985 -0.79373  0.29
H -1.69872 2.21021 -0.21637  0.42
O -1.71701 3.19131 0.07525  -0.70

Atoms 1-6, force components in eV/Å:
C -0.69 -2.51 0.61
O 0.38 -0.22 0.05
C -0.58 0.43 0.13
C -0.50 -3.04 1.58
O 1.59 -0.56 0.74
H 1.31 0.85 -1.59


Entry from the OMol25 dataset: C51H47As2N6O2Ti as an isolated structure in a non-equilibrium geometry (ωB97M-V/def2-TZVPD).

Results
- LUMO (spin up / spin down): -2.74 / -2.73 eV
- HOMO (spin up / spin down): -8.21 / -8.21 eV
- Charge: +1
- Frontier orbital gap (spin up / spin down): 5.465 / 5.477 eV
- Spin multiplicity: 1
- Energy: -211476.746 eV

Last column: Mulliken charge in e.
Element x y z (Å)
Ti 0.24248 -0.11454 -0.85503  -1.40
C 2.32240 3.46846 1.68059  -0.59
O 2.47428 3.53640 0.23892  -0.50
C 1.95570 2.40441 -0.23106  -0.42
N 1.35414 1.60646 0.57830  1.16
C 1.39137 2.25862 1.90652  1.62
C 1.88882 1.41644 3.05022  0.27
C 2.89324 0.47249 2.88264  -0.02
C 3.43020 -0.17923 3.98483  -0.65
C 2.96411 0.10426 5.26189  -0.82
C 1.96612 1.05517 5.43566  -0.87
C 1.43726 1.71221 4.33264  -0.42
C 2.09595 2.14597 -1.65840  -0.82
C 2.93145 2.83932 -2.46645  0.13
C 3.07194 2.46721 -3.83553  -1.48
C 2.38783 1.37299 -4.27701  -0.66
C 1.53531 0.67423 -3.40646  -0.67
N 1.31039 1.08829 -2.08736  1.68
C 0.90180 -0.53857 -3.66610  -0.24
N 0.25726 -1.14427 -2.68981  1.31
C -0.38420 -2.33919 -3.26623  -0.65
C 0.34073 -2.47335 -4.61703  -0.47
O 0.93391 -1.17018 -4.85725  -0.59
C -0.29180 -3.56681 -2.39455  0.23
C 0.89549 -3.90810 -1.75412  -0.16
C 0.96081 -5.03715 -0.95179  -0.57
C -0.15767 -5.85201 -0.80206  -0.73
C -1.33688 -5.52827 -1.45487  -0.83
C -1.40309 -4.38394 -2.24140  -0.07
H 1.90775 4.40769 2.03597  0.37
H 3.30973 3.30933 2.11076  0.33
H 0.38636 2.61031 2.13830  -1.43
H 3.27351 0.26724 1.88784  0.24
H 4.22071 -0.90630 3.84674  0.46
H 3.38363 -0.40623 6.11949  0.44
H 1.60551 1.29033 6.42883  0.46
H 0.66879 2.46779 4.46759  0.45
H 3.49669 3.66232 -2.04920  0.65
H 3.73154 3.01497 -4.49253  0.51
H 2.49646 1.01426 -5.29326  0.61
H -1.44348 -2.12223 -3.43014  0.39
H -0.32836 -2.69791 -5.44238  0.34
H 1.13941 -3.21375 -4.57618  0.35
H 1.77197 -3.28351 -1.88146  0.45
H 1.88589 -5.28604 -0.44540  0.45
H -0.10560 -6.73661 -0.18004  0.44
H -2.21042 -6.15844 -1.34525  0.44
H -2.33372 -4.11902 -2.73342  0.41
C -3.90048 -0.54013 -2.62302  -1.66
C -2.60060 -0.09412 -2.34191  -1.32
N -1.89507 -0.52756 -1.32519  1.88
C -2.40333 -1.53806 -0.55604  -0.15
C -3.68204 -2.07424 -0.78555  1.58
C -4.44214 -1.51278 -1.83334  -1.24
C -4.13445 -3.17332 -0.01115  -1.37
C -3.28233 -3.72922 0.89089  -1.09
C -1.97903 -3.21591 1.09976  -1.08
C -1.52443 -2.10527 0.43151  -0.58
N -0.25785 -1.52317 0.48355  2.30
C 0.79336 -2.04151 1.24255  -0.58
C 0.75349 -2.65607 2.46536  -0.11
C 1.91867 -3.22516 3.04340  -1.33
C 3.12085 -3.18160 2.41173  -1.09
C 3.22422 -2.47216 1.18426  1.41
C 4.42752 -2.33272 0.46065  -1.25
C 4.44494 -1.61147 -0.69785  -1.26
C 3.26144 -0.98608 -1.12739  0.02
N 2.12428 -1.08979 -0.48047  1.67
C 2.08325 -1.86497 0.64499  -0.45
H -4.44026 -0.11693 -3.45864  0.54
H -2.12516 0.64393 -2.97692  1.10
H -5.44376 -1.88394 -2.01765  0.51
H -5.12767 -3.57231 -0.17396  0.49
H -3.59280 -4.59674 1.46060  0.35
H -1.32605 -3.74443 1.77609  0.70
H -0.17961 -2.72152 3.00643  0.68
H 1.83338 -3.71521 4.00506  0.41
H 4.00096 -3.64720 2.83784  0.53
H 5.33054 -2.80101 0.83658  0.50
H 5.34689 -1.49207 -1.28128  0.51
H 3.26577 -0.37644 -2.02137  0.32
C -3.14947 3.22342 -1.98267  -1.24
As -1.30735 2.87708 -1.39955  1.98
C -0.45007 4.19226 -2.55852  -1.71
C -1.46174 3.86089 0.28559  -0.20
C -1.27734 5.24023 0.35619  -0.84
C -1.46957 5.92094 1.55059  -0.87
C -1.87115 5.22667 2.68387  -0.83
C -2.05521 3.85202 2.62330  -0.51
C -1.84127 3.15291 1.43557  -0.69
As -1.89346 1.19231 1.38444  2.37
C -1.91300 0.76058 3.28306  -1.67
C -3.81955 0.93164 1.10793  -1.23
H -3.37569 4.27604 -1.82063  0.49
H -3.84964 2.61235 -1.41610  0.22
H -3.25209 2.99061 -3.04292  0.45
H -1.13780 5.00270 -2.79469  0.53
H -0.15525 3.68850 -3.47884  0.35
H 0.44808 4.59140 -2.08985  0.42
H -0.98284 5.79530 -0.52610  0.40
H -1.31604 6.99178 1.59378  0.44
H -2.03753 5.75397 3.61475  0.44
H -2.35514 3.32273 3.51927  0.43
H -2.80660 1.15651 3.76396  0.54
H -1.01887 1.11830 3.78792  0.34
H -1.93241 -0.32809 3.34911  0.30
H -4.37087 1.72010 1.61744  0.51
H -4.09305 -0.03650 1.52918  0.44
H -4.07332 0.93104 0.04849  0.06

Atoms 1-6, force components in eV/Å:
Ti 0.27 0.93 -0.53
C 0.02 -0.02 -0.15
O -0.03 0.05 0.31
C 0.04 0.13 -0.36
N 0.02 -0.15 -0.46
C -0.07 -0.08 0.00


Entry from the OMol25 dataset: C29H27O3PSe2Tc as an isolated structure (ωB97M-V/def2-TZVPD).

Results
- LUMO (spin up / spin down): -0.17 / -0.27 eV
- Expectation value of S²: 0.77
- HOMO (spin up / spin down): -8.15 / -7.96 eV
- Frontier orbital gap (spin up / spin down): 7.979 / 7.693 eV
- Spin multiplicity: 2
- Energy: -178834.920 eV

Last column: Mulliken charge in e.
Element x y z (Å)
Tc 1.38357 -0.84690 0.44896  0.20
Se 0.09863 0.59886 -1.01681  -0.34
P -0.19936 -1.15323 -2.27641  1.13
Se 0.63538 -2.74359 -1.03233  -0.40
C 0.65755 -1.02072 -3.86085  0.62
C 0.45270 -2.03061 -4.80142  -0.54
C 1.11739 -1.98674 -6.01341  -0.64
C 1.98607 -0.93642 -6.28965  -0.42
C 2.19009 0.06553 -5.35488  -0.63
C 1.52650 0.02708 -4.13587  -0.31
C -1.93500 -1.41121 -2.70560  0.43
C -2.54934 -0.48866 -3.55234  -0.40
C -3.89599 -0.61186 -3.84335  -0.68
C -4.63250 -1.65438 -3.29177  -0.42
C -4.02196 -2.57214 -2.45176  -0.64
C -2.67192 -2.44919 -2.15103  -0.25
H -0.22371 -2.84996 -4.58587  0.36
H 0.96075 -2.77047 -6.74247  0.40
H 2.50596 -0.90472 -7.23815  0.38
H 2.87228 0.87770 -5.56677  0.42
H 1.69471 0.80016 -3.39634  0.31
H -1.97368 0.31976 -3.98894  0.37
H -4.37257 0.10152 -4.50226  0.41
H -5.68635 -1.74753 -3.51898  0.39
H -4.59505 -3.38394 -2.02414  0.40
H -2.19207 -3.15700 -1.48624  0.25
C -1.84787 -1.83115 2.32597  -2.22
C -0.80167 -0.77384 2.70539  2.98
C -1.33372 0.60686 2.30749  -1.42
C 0.46988 -1.15248 1.97037  -0.51
C -0.47585 -0.77667 4.19997  -0.53
C 0.47679 0.12307 4.68174  -0.01
C 0.82079 0.14988 6.02239  -0.96
C 0.21750 -0.72682 6.91550  -0.40
C -0.72903 -1.62371 6.45098  -0.76
C -1.07045 -1.64993 5.10332  -0.44
H -2.04315 -1.76890 1.25406  0.28
H -2.78577 -1.65448 2.85654  0.53
H -1.50868 -2.84444 2.54801  0.47
H -1.59250 0.62563 1.24872  0.27
H -0.60343 1.39221 2.49656  0.19
H -2.23460 0.82148 2.88563  0.47
H 1.05783 -1.95173 2.48450  0.57
H 0.94909 0.81583 3.99586  0.48
H 1.56047 0.85878 6.37199  0.42
H 0.48566 -0.70889 7.96385  0.39
H -1.20771 -2.31147 7.13655  0.38
H -1.81443 -2.35928 4.76750  0.40
O 1.99587 2.04244 2.43521  -0.53
C 2.05490 2.91813 1.40219  0.71
C 1.43015 4.15048 1.58039  -0.76
C 1.45973 5.09330 0.57141  -0.32
C 2.12363 4.83250 -0.62416  -0.80
C 2.74840 3.61272 -0.79252  -0.72
C 2.71263 2.63303 0.19909  0.44
C 3.38551 1.32158 -0.08360  0.53
O 4.20203 1.19776 -0.96505  -0.63
O 3.01853 0.31289 0.70393  -1.04
H 2.41105 1.21248 2.12886  0.44
H 0.92910 4.34268 2.51992  0.44
H 0.96355 6.04428 0.71880  0.39
H 2.15861 5.57837 -1.40641  0.41
H 3.28507 3.37605 -1.70227  0.48

Atoms 1-6, force components in eV/Å:
Tc 0.43 -0.54 0.35
Se -0.03 0.19 0.05
P -0.06 -0.30 -0.23
Se -0.07 0.24 -0.10
C -0.09 0.00 -0.01
C -0.02 0.00 -0.03


Entry from the OMol25 dataset: C31H24F3N2O5PSSn as an isolated structure in a non-equilibrium geometry (ωB97M-V/def2-TZVPD).

Results
- LUMO (spin up / spin down): -8.64 / -8.07 eV
- HOMO (spin up / spin down): -13.75 / -13.75 eV
- Charge: +2
- Frontier orbital gap (spin up / spin down): 5.113 / 5.678 eV
- Spin multiplicity: 1
- Energy: -79846.311 eV

Last column: Mulliken charge in e.
Element x y z (Å)
Sn 0.45296 -0.72129 0.37661  0.91
O 3.81770 -0.37716 -1.72297  -0.57
C 3.25450 0.18165 -0.82603  0.15
O 2.40472 -0.46401 -0.00196  -0.41
C 3.43907 1.61767 -0.44726  0.68
C 4.71256 2.15033 -0.59565  -0.77
C 4.98057 3.45687 -0.21563  -0.61
C 3.96564 4.24809 0.29649  -0.85
C 2.68142 3.73608 0.41531  -0.17
C 2.39913 2.42264 0.04838  0.46
P 0.64189 1.94170 0.08664  0.32
C -0.08205 2.73357 1.53680  0.86
C -0.87322 3.87667 1.47275  -0.03
C -1.38211 4.42802 2.64115  -0.83
C -1.10706 3.84362 3.86855  -0.58
C -0.30859 2.70804 3.93970  -0.77
C 0.19667 2.15281 2.77667  -0.73
C -0.06718 2.71185 -1.39064  0.75
C -1.45494 2.78310 -1.54235  -0.41
C -2.00327 3.35846 -2.67523  -1.05
C -1.17324 3.85768 -3.67205  -0.69
C 0.20355 3.78201 -3.53191  -0.76
C 0.76026 3.20941 -2.39695  -0.67
H 5.49184 1.52008 -1.00306  0.53
H 5.98161 3.85375 -0.31574  0.44
H 4.16562 5.26852 0.59376  0.46
H 1.89122 4.37646 0.78799  0.46
H -1.08367 4.34723 0.52144  0.54
H -1.98948 5.32159 2.59009  0.47
H -1.51261 4.27397 4.77431  0.43
H -0.07625 2.26573 4.89898  0.44
H 0.84247 1.28010 2.84334  0.43
H -2.10729 2.42748 -0.75629  0.86
H -3.07828 3.42595 -2.77977  0.49
H -1.60235 4.31050 -4.55575  0.42
H 0.85094 4.17383 -4.30451  0.46
H 1.83662 3.15993 -2.30070  0.34
F -6.68321 1.48982 -0.65695  -0.23
C -6.38562 0.34076 -0.03602  0.72
F -6.92763 0.36961 1.18231  -0.27
F -6.94831 -0.65770 -0.72544  -0.24
C -4.88395 0.15723 0.02456  0.39
C -4.21164 0.12229 1.23189  -0.78
C -2.83609 -0.04244 1.20581  -0.22
N -2.14140 -0.15933 0.07647  -0.02
C -2.80296 -0.12642 -1.08640  -0.66
C -4.17268 0.02848 -1.16072  -0.62
H -4.73715 0.21939 2.17068  0.53
H -2.27118 -0.06680 2.13289  0.43
H -2.21302 -0.22011 -1.99051  0.46
H -4.67157 0.05154 -2.12009  0.51
N 2.32936 -3.45552 0.54905  -0.32
C 1.91204 -4.72892 0.38191  0.80
C 0.86870 -5.25726 1.19577  -0.49
C 0.46131 -6.53803 1.01690  -0.54
C 1.11059 -7.36850 0.05624  0.62
C 2.11984 -6.84107 -0.79192  -0.59
C 2.49152 -5.54261 -0.63648  -0.58
S 0.77029 -9.79834 -1.19740  0.92
O 0.64190 -11.02637 -0.49146  -0.33
O 1.86050 -9.46178 -2.06196  -0.42
O 0.72764 -8.63553 0.09578  -0.35
H 3.08270 -3.15204 -0.06049  0.14
H 2.50106 -3.15000 1.50045  0.32
H 0.41304 -4.62851 1.94950  0.42
H -0.32950 -6.97654 1.61006  0.47
H 2.59393 -7.46848 -1.52969  0.54
H 3.26211 -5.11977 -1.26926  0.40

Atoms 1-6, force components in eV/Å:
Sn -0.53 0.49 0.38
O 0.12 0.03 -0.04
C -0.35 0.10 0.40
O 0.51 -0.53 -0.35
C -0.05 0.08 -0.17
C 0.01 -0.01 -0.01


Entry from the OMol25 dataset: C9H18BrNOZr as an isolated structure in a non-equilibrium geometry (ωB97M-V/def2-TZVPD).

Results
- LUMO: -10.20 eV
- HOMO: -16.07 eV
- Charge: +2
- Frontier orbital gap: 5.878 eV
- Spin multiplicity: 1
- Energy: -84464.496 eV

Last column: Mulliken charge in e.
Element x y z (Å)
Zr 3.33092 1.49029 1.61988  1.41
C -1.27271 -0.19227 1.99605  -1.68
C -0.12427 -0.75747 1.14454  1.53
C -0.73049 -1.82513 0.24030  -1.14
C -1.41175 -1.34288 -1.04741  -0.80
C -0.42131 -0.43161 -1.77642  -1.17
C 0.09610 0.74794 -0.93913  1.16
N 0.60103 0.27794 0.35463  1.02
O 1.33419 0.99466 1.00588  -0.52
C -0.96353 1.84351 -0.74845  -1.43
C 1.18119 1.34604 -1.85091  -1.59
C 0.87389 -1.42016 2.10620  -1.79
H -1.63191 -0.91113 2.73081  0.48
H -2.15344 0.02703 1.39126  0.40
H -1.02397 0.71563 2.55112  0.35
H -1.49850 -2.37558 0.78391  0.43
H 0.02139 -2.55181 -0.08214  0.39
H -2.40052 -0.92890 -0.84299  0.33
H -1.58290 -2.21130 -1.68295  0.42
H -0.88694 -0.17875 -2.73009  0.53
H 0.37380 -1.10678 -2.10755  0.43
H -0.54848 2.83050 -0.53188  0.41
H -1.72725 1.61279 -0.01080  0.30
H -1.43050 2.00641 -1.72035  0.42
H 1.79171 0.51982 -2.23273  0.45
H 1.83860 2.04197 -1.34351  0.22
H 0.76462 1.73386 -2.77632  0.42
H 1.26842 -0.69898 2.82236  0.32
H 1.68666 -1.84196 1.49812  0.44
H 0.42572 -2.29468 2.56820  0.41
Br 4.22026 2.88100 -0.38965  -0.18

Atoms 1-6, force components in eV/Å:
Zr -1.77 1.06 -2.74
C -0.60 1.10 -0.10
C -0.64 -1.41 0.95
C -0.39 -0.72 -1.08
C 0.51 0.17 0.39
C -1.28 -1.52 0.30


Table of energy relative to the best compared isomer or geometry (same formula, charge and spin) (kcal per mole), in record order: 25.7; 0.0; 0.0; 5.6; 9.7